Record 1
Formula: AlF
Source: the Open Molecules 2025 dataset
Level of theory: the ωB97M-V functional and the def2-TZVPD basis

Cartesian coordinates (Å):
1 Al 3.25939 0.46609 0.88058
2 F 1.25977 0.45590 1.44666

DFT total energy = -9285.6112 eV
gap between HOMO and LUMO = 7.6 eV
molecular weight = 45.980 g mol⁻¹
net charge = +2
F_max = 5.2 eV Å⁻¹

---

Record 2
Formula: AlH12O6
Source: the Open Molecules 2025 dataset
Level of theory: the ωB97M-V functional and the def2-TZVPD basis

Cartesian coordinates (Å):
1 Al -22.97219 -23.07769 -9.99129
2 O -22.74534 -21.37647 -7.57162
3 O -24.22947 -20.52908 -10.38625
4 O -25.42398 -22.99095 -8.43155
5 O -24.54538 -25.56451 -9.92335
6 O -22.65857 -24.66648 -7.58689
7 O -22.64673 -25.06667 -12.21255
8 H -22.41238 -20.53978 -7.24708
9 H -24.94241 -20.29280 -10.97965
10 H -22.85925 -25.99835 -12.26755
11 H -22.12513 -24.89283 -12.99610
12 H -24.81920 -25.77306 -10.81653
13 H -24.30229 -19.90579 -9.66345
14 H -26.33722 -22.79680 -8.64258
15 H -22.86394 -21.90892 -6.78507
16 H -21.86268 -24.91356 -7.11599
17 H -23.29172 -25.34835 -7.36237
18 H -25.34683 -22.79607 -7.49758
19 H -25.27643 -25.85005 -9.37538

DFT total energy = -19016.3430 eV
gap between HOMO and LUMO (alpha / beta) = 4.7 / 4.3 eV
molecular weight = 135.072 g mol⁻¹
multiplicity = 2
⟨S²⟩ = 1.71
net charge = +4
F_max = 2.2 eV Å⁻¹

---

Record 3
Formula: AlO4P
Source: the Open Molecules 2025 dataset
Level of theory: the ωB97M-V functional and the def2-TZVPD basis

Cartesian coordinates (Å):
1 P 0.33549 -0.11494 0.35582
2 Al -1.49742 0.10782 -1.66098
3 O -0.56341 1.15573 0.26231
4 O -0.34878 -1.26103 -0.47669
5 O 0.54613 -0.41238 1.87483
6 O 1.52801 0.52478 -0.35528

DFT total energy = -24073.6330 eV
gap between HOMO and LUMO = 4.5 eV
molecular weight = 121.952 g mol⁻¹
net charge = 0
F_max = 2.9 eV Å⁻¹

---

Record 4
Formula: ArH24O12
Source: the Open Molecules 2025 dataset
Level of theory: the ωB97M-V functional and the def2-TZVPD basis

Cartesian coordinates (Å):
1 Ar -16.09800 -7.67003 -11.44868
2 O -18.11201 -5.04094 -9.42557
3 O -16.62204 -6.83603 -7.60566
4 O -14.19864 -11.18070 -11.24357
5 O -15.23963 -4.91305 -9.30484
6 O -13.81786 -8.86897 -8.65778
7 O -12.65282 -6.69592 -13.30467
8 O -16.47516 -10.16828 -8.65813
9 O -14.78885 -4.86662 -13.36338
10 O -18.03879 -8.85961 -14.30900
11 O -12.84578 -5.11650 -10.38403
12 O -16.30083 -10.59194 -13.06710
13 O -11.86636 -7.84172 -10.43141
14 H -17.35427 -9.27905 -13.78771
15 H -16.51784 -7.49750 -8.28965
16 H -14.15457 -4.43663 -13.93698
17 H -16.82848 -10.82869 -8.06209
18 H -11.96677 -6.17343 -12.88926
19 H -17.18211 -6.16807 -8.00110
20 H -14.63046 -9.37089 -8.59456
21 H -13.72038 -8.46077 -7.79749
22 H -15.03928 -4.43662 -8.49917
23 H -12.67313 -8.18040 -10.04326
24 H -17.02105 -10.23545 -9.44153
25 H -14.28604 -11.38965 -10.31356
26 H -17.92897 -4.11486 -9.58397
27 H -13.41775 -10.62936 -11.29332
28 H -12.08668 -6.95099 -10.70396
29 H -13.44865 -6.17466 -13.19898
30 H -15.58057 -10.68563 -12.44366
31 H -14.98072 -4.21640 -12.68764
32 H -13.73736 -5.04996 -10.04212
33 H -15.90731 -10.78188 -13.91874
34 H -16.17485 -5.10726 -9.24255
35 H -18.76090 -9.48793 -14.30699
36 H -12.95855 -5.36405 -11.30176
37 H -19.06722 -5.09509 -9.39574

DFT total energy = -39314.3704 eV
gap between HOMO and LUMO = 9.7 eV
molecular weight = 256.128 g mol⁻¹
net charge = 0
F_max = 1.1 eV Å⁻¹

---

Record 5
Formula: ArH24O12
Source: the Open Molecules 2025 dataset
Level of theory: the ωB97M-V functional and the def2-TZVPD basis

Cartesian coordinates (Å):
1 Ar -0.31308 -0.34927 0.40711
2 O 2.13708 2.31949 1.02674
3 O 3.46595 0.15128 -0.05131
4 O -0.51173 -0.86491 -3.48183
5 O 1.44355 -0.50063 3.08202
6 O -2.07651 0.99250 -2.04571
7 O 0.75951 -2.61179 -1.72284
8 O 2.14920 0.31486 -3.14288
9 O -4.43056 0.91513 0.09494
10 O -0.24289 -4.22674 0.30246
11 O -2.16978 1.53971 2.10189
12 O -1.34772 -0.41912 4.05705
13 O -0.16336 2.79664 -0.55416
14 H 0.04751 -2.16397 -2.17972
15 H 2.42989 0.08096 -2.25815
16 H 1.64743 0.41618 2.89729
17 H 2.52832 3.06296 0.56802
18 H -0.66563 -0.93905 -4.42366
19 H 2.57518 1.55246 0.65801
20 H -3.89142 0.94019 0.88546
21 H -3.81219 1.05664 -0.62187
22 H 0.44442 2.43682 0.09188
23 H 3.62548 -0.79253 -0.04786
24 H 4.30599 0.53575 -0.30181
25 H 0.31962 -3.16969 -1.08137
26 H -2.88347 1.79318 2.68724
27 H -0.28820 -5.14343 0.03068
28 H -1.05442 -0.32055 4.96286
29 H 0.37838 -0.52017 -3.41052
30 H 2.91184 0.13391 -3.69231
31 H -2.28520 -0.59947 4.12663
32 H -1.81039 0.74318 2.49256
33 H -1.54714 1.62830 -1.56429
34 H 0.50324 -0.50604 3.26092
35 H -1.13473 -4.01345 0.57697
36 H -1.44085 0.48085 -2.54610
37 H 0.39680 3.24977 -1.18434

DFT total energy = -39314.7504 eV
gap between HOMO and LUMO = 9.9 eV
molecular weight = 256.128 g mol⁻¹
net charge = 0
F_max = 0.9 eV Å⁻¹

---

Record 6
Formula: ArH26O13
Source: the Open Molecules 2025 dataset
Level of theory: the ωB97M-V functional and the def2-TZVPD basis

Cartesian coordinates (Å):
1 Ar -6.65868 -15.31444 -7.36252
2 O -6.76533 -12.86216 -3.84800
3 O -9.56404 -17.75032 -9.65264
4 O -3.25012 -14.99077 -8.95959
5 O -3.24520 -17.34655 -6.97063
6 O -8.84427 -12.40137 -9.30031
7 O -8.57137 -15.03787 -3.90759
8 O -5.02593 -12.79087 -9.15877
9 O -5.83615 -18.09232 -5.80870
10 O -9.04483 -14.95902 -9.93766
11 O -4.09602 -12.33423 -5.05427
12 O -6.92890 -11.91394 -7.32052
13 O -8.14489 -19.03061 -7.38246
14 O -6.53204 -14.09623 -11.23883
15 H -9.10318 -15.58542 -4.48517
16 H -2.34790 -14.84300 -9.24312
17 H -4.39529 -13.49833 -9.02448
18 H -7.14768 -12.10707 -3.40093
19 H -6.26092 -17.94694 -4.96332
20 H -6.08083 -13.78655 -10.45350
21 H -6.23060 -12.34119 -7.81658
22 H -5.59681 -19.01908 -5.80080
23 H -7.48216 -13.49363 -3.90837
24 H -7.42860 -18.56471 -6.95107
25 H -3.19856 -15.75255 -8.38230
26 H -9.85476 -14.73427 -10.39562
27 H -8.34831 -14.70349 -10.54247
28 H -8.03111 -12.39797 -8.79533
29 H -3.97918 -17.66420 -6.44471
30 H -4.50500 -12.06833 -9.50920
31 H -8.98476 -13.32170 -9.52278
32 H -6.00404 -14.83412 -11.54373
33 H -9.49893 -16.79837 -9.57658
34 H -4.06019 -11.85026 -5.87933
35 H -2.88271 -16.62049 -6.46301
36 H -8.79958 -15.32822 -3.02449
37 H -9.15206 -18.08351 -8.85547
38 H -8.02931 -19.94397 -7.12043
39 H -5.00765 -12.61675 -4.98116
40 H -6.69269 -10.98635 -7.32386

DFT total energy = -41394.8359 eV
gap between HOMO and LUMO = 9.5 eV
molecular weight = 274.143 g mol⁻¹
net charge = 0
F_max = 1.1 eV Å⁻¹